Record 1
Computed, not measured: a structure of composition C21H25N4OsS2 at a distorted geometry, with ωB97M-V with the def2-TZVPD basis set.

## Properties
**ΔE to the lowest compared entry with this formula, charge and spin**: 0.95 kcal per mole
**Total energy**: -52255.3386 eV
**Charge**: +3
**Gap between HOMO and LUMO**: 7.08 eV
**Highest occupied orbital energy**: -18.049 eV

CARTESIAN COORDINATES (ANGSTROEM)
Os 0.3513 -0.3531 -0.2763
C -0.1050 -0.2218 3.2531
C 0.4782 0.9315 2.5098
N 0.7018 1.0078 1.2069
C 1.1920 2.2599 0.8240
C 1.3761 3.1061 1.8595
S 0.9059 2.3606 3.3204
C 1.4067 2.4126 -0.6053
C 1.8735 3.4220 -1.3736
S 1.8883 2.9450 -3.0176
C 1.2830 1.4124 -2.6247
N 1.0694 1.2769 -1.3232
C 1.0582 0.3333 -3.6292
H -0.5683 -0.9296 2.5713
H -0.8724 0.1279 3.9435
H 0.6553 -0.7320 3.8473
H 1.7501 4.1180 1.8374
H 2.2052 4.4038 -1.0728
H 0.7364 0.7450 -4.5849
H 0.2858 -0.3641 -3.2970
H 1.9835 -0.2202 -3.8097
N -0.8481 -2.0917 0.2786
C -2.2810 -1.8137 0.3159
C -3.2440 -2.7405 0.5995
C -4.5994 -2.3504 0.5941
C -4.9498 -1.0588 0.3126
C -3.9584 -0.0889 0.0244
C -4.2388 1.2620 -0.2599
C -3.2026 2.1286 -0.5092
C -1.8915 1.6632 -0.4764
N -1.5769 0.3871 -0.2333
C -2.6087 -0.4891 0.0263
H -0.5617 -2.5331 1.1522
H -0.6600 -2.8073 -0.4332
H -2.9819 -3.7685 0.8229
H -5.3597 -3.0867 0.8148
H -5.9905 -0.7607 0.3089
H -5.2655 1.6078 -0.2750
H -3.3812 3.1712 -0.7300
H -1.0776 2.3471 -0.6661
C 3.6455 -0.0504 0.1838
C 2.6295 -1.0955 -0.2675
C 3.3486 -2.3227 -0.9051
C 1.6683 -1.5719 0.7645
H 4.3528 0.1543 -0.6192
H 4.2153 -0.4513 1.0222
H 3.2137 0.8965 0.4957
H 2.0246 -0.7217 -1.1656
H 3.9318 -2.8205 -0.1330
H 4.0250 -1.9870 -1.6888
H 2.6436 -3.0352 -1.3330
H 1.8990 -1.3936 1.8106
H 1.4246 -2.6205 0.6094

Atomic partial charges in e from the natural (NBO) method, atoms 1 to 2:
1. Os 1.09
2. C -0.67

***

Record 2
Computed, not measured: the ion C7H6F2N with charge +1 at a distorted geometry, with ωB97M-V with the def2-TZVPD basis set.

## Properties
**ΔE to the lowest compared entry with this formula, charge and spin**: 0.00 kcal per mole
**Total energy**: -14272.3516 eV
**Charge**: +1
**SMILES**: F[C@H]1C=C[C@]2(F)C=CC=[N+]12
**Gap between HOMO and LUMO**: 9.47 eV
**Highest occupied orbital energy**: -15.540 eV

CARTESIAN COORDINATES (ANGSTROEM)
F 1.8116 -0.5404 -2.1949
C 1.5630 -0.0451 -0.9660
C 1.1846 1.4247 -0.9807
C -0.0885 1.6204 -0.6599
C -0.7642 0.2854 -0.4928
F -1.2460 -0.1496 -1.6740
C -1.6917 -0.1955 0.5915
C -1.1574 -1.3286 1.0962
C 0.1214 -1.5470 0.4783
N 0.3407 -0.6328 -0.4139
H 2.4349 -0.2782 -0.3359
H 1.9063 2.1749 -1.2571
H -0.6317 2.5443 -0.6103
H -2.6537 0.2448 0.7812
H -1.5855 -1.9689 1.8469
H 0.8196 -2.3429 0.6952

Atomic partial charges in e from the natural (NBO) method, atoms 1 to 2:
1. F -0.30
2. C 0.32

***

Record 3
Computed, not measured: a cluster of 8 separate species, C3H24N2O8 in total at a distorted geometry, with ωB97M-V with the def2-TZVPD basis set.

## Properties
**ΔE to the lowest compared entry with this formula, charge and spin**: 0.00 kcal per mole
**Total energy**: -22861.2871 eV
**Charge**: 0
**SMILES**: NC[C@H](N)CO.O.O.O.O.O.O.O
**Gap between HOMO and LUMO**: 9.49 eV
**Highest occupied orbital energy**: -9.306 eV

CARTESIAN COORDINATES (ANGSTROEM)
N -0.3679 1.8381 -0.5298
C 0.7843 1.0234 -0.1185
C 0.7265 0.3601 1.2759
N 1.3434 -0.9543 1.1619
C -0.6267 0.3231 1.9937
O -0.4060 0.2602 3.4146
H -1.2497 1.3393 -0.4961
H -0.5191 2.6919 -0.0038
H 0.8301 0.2225 -0.8405
H 1.6439 1.6827 -0.2000
H 1.3688 0.9318 1.9454
H 0.8287 -1.6108 0.5811
H 1.7313 -1.3295 2.0111
H -1.2249 -0.5358 1.6787
H -1.2431 1.1987 1.8006
H -0.3156 -0.6680 3.6676
O -0.2948 1.3851 -3.4674
H 0.2719 0.6103 -3.3711
H -0.1394 1.9626 -2.7040
O -0.2518 -3.2248 -0.3865
H -1.0511 -2.6661 -0.4676
H -0.5829 -4.1253 -0.4519
O -2.8256 0.2449 -2.6953
H -2.1654 -0.0941 -3.3188
H -2.3363 0.9948 -2.3293
O 0.4485 2.9634 3.6438
H -0.1153 2.1624 3.6744
H -0.1988 3.6765 3.5797
O 4.0786 -0.7107 0.0251
H 4.4372 0.1614 0.2358
H 3.1914 -0.7542 0.4243
O -2.4655 -1.5987 -0.6986
H -3.2978 -1.6897 -0.2195
H -2.6926 -0.9064 -1.3661
O 0.8258 -1.3520 -2.6636
H 1.6258 -1.8931 -2.6390
H 0.2342 -1.9199 -2.1465

Atomic partial charges in e from the natural (NBO) method, atoms 1 to 2:
1. N -0.86
2. C -0.23

***

Record 4
Computed, not measured: a structure of composition C13H20N4NaS, with ωB97M-V with the def2-TZVPD basis set.

## Properties
**ΔE to the lowest compared entry with this formula, charge and spin**: 0.41 kcal per mole
**Total energy**: -35015.8008 eV
**Charge**: -1
**Gap between HOMO and LUMO (alpha / beta)**: 4.44 / 4.50 eV
**Highest occupied orbital energy (alpha / beta)**: -2.120 / -2.170 eV

CARTESIAN COORDINATES (ANGSTROEM)
Na -1.2099 1.3842 -0.3686
C -1.7689 -3.0994 -0.0013
C -1.6372 -1.6147 0.2418
N -1.6565 -0.7429 -0.7823
N -1.5666 -1.2651 -2.0315
C -1.7052 -0.5816 -3.1627
N -1.4468 -1.3546 -4.3058
S -2.1071 1.0396 -3.3030
C -1.4657 -1.0944 1.5428
C -1.3015 -1.9213 2.6943
C -1.0207 -1.3626 3.9106
C -0.9058 0.0330 4.0234
C -1.1147 0.7751 2.8720
N -1.3963 0.2737 1.6809
H -2.4558 -3.2881 -0.8308
H -2.1839 -3.6025 0.8694
H -0.8100 -3.5791 -0.2347
H -1.2997 -2.2358 -2.1402
H -1.8931 -2.2632 -4.2960
H -1.7045 -0.8342 -5.1293
H -1.3669 -2.9979 2.6061
H -0.8714 -1.9915 4.7809
H -0.6624 0.5080 4.9631
H -1.0390 1.8597 2.9057
C 3.3154 2.5460 0.2632
C 2.0378 1.9858 -0.3840
C 1.9584 0.4840 -0.0335
C 2.1763 2.0971 -1.9113
C 0.7622 2.6889 0.0727
H 4.2151 2.0013 -0.0561
H 3.2392 2.4725 1.3510
H 3.4429 3.5999 0.0019
H 2.8829 -0.0369 -0.3205
H 1.1223 0.0144 -0.5570
H 1.8026 0.3502 1.0394
H 3.0410 1.5265 -2.2788
H 2.3004 3.1416 -2.2062
H 1.2734 1.7160 -2.3933
H 1.0198 3.3684 0.9074

Atomic partial charges in e from the natural (NBO) method, atoms 1 to 2:
1. Na 0.82
2. C -0.67